Entry from the Open Molecules 2025 dataset: C29H44FeNOSi2 as an isolated structure in a non-equilibrium geometry (wB97M-V/def2-TZVPD).

## Properties
* ⟨S²⟩: 6.027
* energy: -3104.13366 Eh
* net charge: -1
* HOMO (alpha / beta): -2.3 / -2.9 eV
* orbital gap (alpha / beta): 4.7140 / 5.2684 eV
* 2S+1: 5

Last column: Löwdin charge in e.
Geometry (Å):
C -2.57 -1.12 -1.32  -0.203
C -2.14 -0.36 -2.46  -0.170
C -0.81 -0.76 -2.79  -0.159
H -2.77 0.29 -3.06  0.094
C -0.40 -1.77 -1.86  -0.186
C -1.50 -2.04 -0.99  -0.229
H 0.50 -2.36 -1.90  0.085
C -2.16 1.26 0.89  -0.182
C -2.49 1.67 -0.44  -0.175
C -1.37 2.39 -0.97  -0.096
H -3.47 1.58 -0.89  0.100
C -0.33 2.40 0.01  -0.263
C -0.82 1.71 1.16  -0.137
H -0.27 -0.48 -3.68  0.083
H -1.53 -2.86 -0.29  0.056
H -3.57 -1.14 -0.90  0.092
H -0.26 1.61 2.09  0.065
H -1.34 2.94 -1.90  0.098
H -2.79 0.73 1.58  0.051
Fe -0.91 -0.02 -0.37  0.628
C 0.99 3.13 -0.02  -0.494
C 1.08 4.13 1.14  -0.043
C 1.17 3.87 -1.35  -0.050
H 0.19 4.76 1.19  0.093
H 1.95 4.79 1.03  0.077
H 1.18 3.63 2.12  0.078
H 0.50 4.74 -1.38  0.089
H 0.94 3.23 -2.21  0.084
H 2.20 4.23 -1.46  0.080
C 2.12 2.08 0.14  -0.052
C 2.18 1.07 -0.99  -0.427
H 1.98 1.50 1.07  0.093
H 3.11 2.56 0.22  0.120
O 1.20 0.37 -1.28  0.037
N 3.36 0.90 -1.60  0.068
C 3.70 -0.31 -2.37  -0.119
H 4.09 1.59 -1.44  0.139
C 3.11 -0.28 -3.73  -0.231
C 2.62 -1.45 -4.32  -0.045
H 2.70 -2.37 -3.74  0.116
C 2.08 -1.42 -5.61  -0.083
H 1.70 -2.33 -6.07  0.103
C 2.03 -0.20 -6.31  -0.100
H 1.62 -0.17 -7.32  0.097
C 2.53 0.97 -5.72  -0.086
H 2.51 1.92 -6.26  0.099
C 3.07 0.93 -4.43  -0.041
H 3.49 1.82 -3.96  0.108
H 3.38 -1.19 -1.80  0.130
H 4.80 -0.34 -2.43  0.129
C 0.85 -2.48 3.98  -0.204
Si 0.17 -0.87 3.28  0.377
C -0.91 0.12 4.46  -0.187
C 1.79 0.12 3.14  -0.196
C -0.92 -1.35 1.83  -0.381
Si -2.59 -2.12 2.24  0.394
C -4.01 -0.95 2.67  -0.203
C -3.44 -3.37 1.11  -0.201
C -2.38 -3.17 3.79  -0.224
H 1.42 -2.19 4.87  0.011
H 1.53 -2.94 3.26  0.030
H 0.07 -3.20 4.25  -0.008
H -0.29 0.25 5.36  0.018
H -1.15 1.12 4.08  0.026
H -1.84 -0.39 4.75  0.008
H 2.48 -0.24 2.37  0.026
H 1.70 1.21 3.00  0.002
H 2.28 -0.04 4.11  0.023
H -0.27 -1.98 1.12  -0.011
H -4.47 -0.46 1.81  0.022
H -4.77 -1.61 3.12  0.021
H -3.78 -0.17 3.41  0.020
H -2.81 -4.23 0.89  0.030
H -4.28 -3.74 1.72  0.024
H -3.84 -2.98 0.17  0.012
H -1.72 -4.02 3.57  0.025
H -1.99 -2.64 4.66  0.011
H -3.39 -3.54 3.98  0.014


Entry from the Open Molecules 2025 dataset: C29H44Li2O17S as an isolated structure in a non-equilibrium geometry (wB97M-V/def2-TZVPD).

## Properties
* energy: -2823.47398 Eh
* net charge: 0
* HOMO: -7.6 eV
* orbital gap: 7.0564 eV

Last column: Löwdin charge in e.
Geometry (Å):
Li 3.15 2.83 -0.15  0.785
Li 0.57 -2.07 -3.01  0.739
S 1.20 0.30 -0.77  0.457
O 2.19 1.41 -0.71  -0.426
O 1.31 -0.44 -2.06  -0.417
O 1.51 -0.63 0.31  -0.309
O -0.18 0.90 -0.61  -0.322
C -1.62 -3.31 -1.79  -0.029
O -0.23 -2.97 -1.47  -0.124
H -1.80 -3.04 -2.62  -0.049
H -2.34 -2.89 -1.06  0.117
H -1.71 -4.41 -1.61  0.114
H -0.27 -2.77 -0.59  0.006
C 4.71 -1.87 -1.74  -0.177
O 3.37 -2.07 -2.20  -0.206
H 5.17 -1.14 -2.44  0.051
H 5.30 -2.81 -2.10  0.109
H 4.83 -1.57 -0.65  0.099
H 2.86 -1.20 -1.87  0.074
C 3.66 0.26 -5.01  -0.167
O 2.59 0.87 -4.41  -0.167
H 3.92 0.79 -5.93  0.089
H 3.21 -0.73 -5.45  0.100
H 4.17 -0.01 -4.09  0.067
H 2.18 0.33 -3.69  0.052
C -1.63 -0.93 -4.94  -0.175
O -0.93 -0.77 -3.83  -0.164
H -0.87 -1.25 -5.54  0.075
H -1.99 -0.07 -5.16  0.039
H -2.47 -1.58 -4.89  0.098
H -0.98 0.25 -3.53  0.182
C 3.62 3.43 -2.67  -0.168
O 3.94 4.33 -1.65  -0.050
H 3.79 3.59 -3.67  0.065
H 2.48 3.17 -2.88  0.135
H 4.12 2.58 -2.58  0.028
H 4.43 5.01 -1.90  0.013
C -0.38 0.70 4.43  -0.006
C 0.59 0.55 3.38  0.001
C 1.88 0.03 3.73  -0.255
C 2.27 -0.39 5.03  0.018
C 1.24 -0.36 6.06  0.020
C -0.07 0.13 5.66  -0.367
O -1.06 0.20 6.59  -0.037
O 2.78 -0.07 2.63  0.006
H -1.50 1.15 4.31  0.170
H 0.43 0.90 2.50  0.033
H 3.31 -0.65 5.07  0.104
H 1.48 -0.71 7.01  0.068
H -0.72 -0.16 7.57  0.199
H 2.20 -0.09 1.91  -0.014
C -2.66 5.71 -1.68  -0.012
C -2.15 4.93 -0.51  0.046
C -1.24 3.82 -0.75  -0.253
C -0.71 3.63 -2.09  0.044
C -1.22 4.53 -3.12  0.014
C -2.19 5.51 -2.93  -0.380
O -2.65 6.22 -4.01  0.031
O -1.06 2.88 0.20  0.061
H -3.51 6.19 -1.19  0.108
H -2.45 5.08 0.43  0.051
H -0.20 2.90 -2.23  -0.022
H -0.85 4.44 -4.14  0.111
H -3.35 6.81 -3.70  0.102
H -0.64 2.14 -0.12  -0.089
C 0.86 -5.00 3.81  -0.036
C 1.67 -4.51 2.65  0.022
C 1.27 -3.37 1.98  -0.346
C 0.10 -2.82 2.38  -0.058
C -0.80 -3.22 3.37  0.052
C -0.30 -4.39 4.08  -0.323
O -1.00 -4.63 5.26  0.012
O 1.92 -2.98 0.84  0.033
H 1.32 -5.74 4.49  0.111
H 2.71 -5.11 2.54  0.154
H -0.18 -1.91 2.02  0.068
H -1.67 -2.57 3.62  0.107
H -0.66 -5.29 5.85  0.078
H 1.81 -2.05 0.73  -0.024
C -5.42 -0.42 0.84  -0.018
C -4.59 -0.13 -0.31  -0.033
C -3.32 -0.05 -0.09  -0.347
C -2.75 -0.14 1.22  0.014
C -3.55 -0.54 2.31  -0.019
C -4.92 -0.67 2.08  -0.353
O -5.65 -0.85 3.24  -0.016
O -2.49 0.26 -1.17  -0.021
H -6.48 -0.69 0.56  0.130
H -5.21 0.13 -1.20  0.135
H -1.72 0.14 1.33  0.088
H -2.96 -0.72 3.30  0.125
H -5.26 -0.82 4.18  0.151
H -1.53 0.53 -1.00  0.018


Entry from the Open Molecules 2025 dataset: C29H44N11O4P2Sm as an isolated structure in a non-equilibrium geometry (wB97M-V/def2-TZVPD).

## Properties
* ⟨S²⟩: 8.758
* energy: -3375.30672 Eh
* net charge: +2
* HOMO (alpha / beta): -12.0 / -12.0 eV
* orbital gap (alpha / beta): 6.6106 / 6.6242 eV
* 2S+1: 6

Last column: Löwdin charge in e.
Geometry (Å):
Sm -0.64 -0.45 0.33  1.724
C -1.46 1.89 -4.73  -0.093
C -0.33 1.98 -3.93  -0.085
C -0.44 1.83 -2.55  -0.055
C -1.68 1.62 -1.95  -0.359
C -2.80 1.50 -2.77  -0.045
C -2.70 1.64 -4.14  -0.071
N -1.79 1.52 -0.53  -0.057
C -2.47 2.52 0.06  -0.214
C -2.79 3.72 -0.65  -0.020
C -3.45 4.77 -0.06  -0.045
C -3.85 4.69 1.29  -0.067
C -3.56 3.55 2.01  -0.023
C -2.88 2.45 1.46  -0.205
N -2.74 1.41 2.34  0.116
N -2.05 0.36 2.01  -0.104
C -2.06 -0.66 2.97  -0.339
C -2.85 -0.67 4.12  0.016
C -2.76 -1.77 4.94  -0.029
C -1.90 -2.82 4.61  -0.040
C -1.17 -2.72 3.45  -0.121
N -1.23 -1.66 2.65  0.017
H -1.38 2.03 -5.81  0.111
H 0.63 2.20 -4.37  0.111
H 0.43 1.95 -1.92  0.084
H -3.78 1.35 -2.30  0.130
H -3.59 1.58 -4.76  0.113
H -2.48 3.82 -1.68  0.114
H -3.65 5.66 -0.64  0.121
H -4.38 5.51 1.75  0.111
H -3.87 3.45 3.05  0.119
H -3.50 0.16 4.33  0.114
H -3.36 -1.82 5.85  0.122
H -1.82 -3.70 5.23  0.117
H -0.50 -3.51 3.15  0.114
C 1.01 2.93 1.91  -0.042
N 2.17 2.18 1.36  -0.275
C 2.84 2.81 0.21  -0.061
P 2.32 0.63 1.78  0.487
O 1.04 -0.16 1.85  -0.408
O 3.20 0.01 0.55  -0.247
P 2.52 -0.99 -0.52  0.483
O 1.21 -0.41 -0.98  -0.415
N 2.34 -2.42 0.24  -0.268
C 3.17 -2.79 1.40  -0.062
C 1.01 -3.08 0.22  -0.082
N 3.57 -1.14 -1.73  -0.278
C 3.75 0.02 -2.62  -0.062
C 4.76 -2.00 -1.59  -0.059
N 3.17 0.49 3.12  -0.276
C 4.36 1.32 3.36  -0.051
C 2.85 -0.49 4.18  -0.061
H 1.28 3.97 2.03  0.099
H 0.72 2.55 2.90  0.096
H 0.15 2.87 1.26  0.068
H 3.18 3.80 0.50  0.098
H 2.16 2.91 -0.64  0.081
H 3.71 2.23 -0.09  0.075
H 4.11 -2.23 1.42  0.090
H 3.41 -3.85 1.35  0.100
H 2.64 -2.59 2.34  0.078
H 0.53 -2.92 -0.74  0.069
H 0.38 -2.74 1.04  0.038
H 1.14 -4.15 0.34  0.110
H 2.82 0.59 -2.71  0.072
H 4.03 -0.34 -3.61  0.095
H 4.54 0.68 -2.27  0.094
H 4.51 -2.92 -1.06  0.078
H 5.57 -1.49 -1.08  0.097
H 5.10 -2.28 -2.59  0.096
H 4.51 2.03 2.55  0.080
H 5.25 0.69 3.43  0.096
H 4.24 1.88 4.29  0.097
H 1.90 -0.98 3.97  0.069
H 2.76 0.03 5.13  0.097
H 3.63 -1.24 4.27  0.091
C -3.43 -3.17 -4.56  0.018
N -2.83 -2.67 -3.32  -0.061
C -3.37 -2.94 -1.99  0.011
C -2.36 -2.20 -1.15  -0.477
O -2.33 -2.13 0.09  -0.079
N -1.44 -1.59 -1.91  0.100
C -1.75 -1.89 -3.19  -0.374
N -1.02 -1.45 -4.20  0.257
H -3.70 -4.21 -4.43  0.102
H -2.72 -3.12 -5.38  0.090
H -4.32 -2.61 -4.82  0.104
H -3.40 -4.00 -1.76  0.153
H -4.37 -2.52 -1.85  0.156
H -0.35 -0.73 -3.99  0.111
H -1.32 -1.54 -5.15  0.121


Entry from the Open Molecules 2025 dataset: C29H44NO2P3SV as an isolated structure in a non-equilibrium geometry (wB97M-V/def2-TZVPD).

## Properties
* ⟨S²⟩: 0.752
* energy: -3701.16810 Eh
* net charge: +4
* HOMO (alpha / beta): -18.2 / -18.2 eV
* orbital gap (alpha / beta): 4.5274 / 4.5337 eV
* 2S+1: 2

Last column: Löwdin charge in e.
Geometry (Å):
P -2.95 -2.45 -0.87  0.904
C -4.22 -1.55 0.01  -0.159
H -5.21 -2.01 -0.10  0.093
H -4.31 -0.51 -0.34  0.052
H -3.98 -1.51 1.07  0.067
C -2.90 -2.13 -2.66  -0.163
H -2.32 -2.93 -3.15  0.062
H -2.39 -1.17 -2.80  0.049
H -3.91 -2.10 -3.11  0.092
C -3.00 -4.24 -0.68  -0.152
H -3.87 -4.67 -1.19  0.095
H -3.04 -4.49 0.39  0.083
H -2.10 -4.68 -1.12  0.059
P 2.30 -2.48 3.09  1.005
C 1.33 -1.38 4.12  -0.217
H 1.70 -1.39 5.15  0.092
H 0.28 -1.66 4.07  0.061
H 1.39 -0.38 3.70  0.047
C 2.05 -4.23 3.49  -0.199
H 2.43 -4.81 2.64  0.061
H 0.97 -4.41 3.55  0.067
H 2.57 -4.49 4.42  0.090
C 4.05 -2.04 3.20  -0.202
H 4.48 -2.42 4.14  0.090
H 4.14 -0.95 3.11  0.065
H 4.55 -2.49 2.33  0.058
P 2.23 2.19 -1.73  0.909
C 1.77 3.69 -0.86  -0.145
H 2.32 4.56 -1.23  0.098
H 1.98 3.60 0.21  0.068
H 0.70 3.90 -0.97  0.068
C 4.01 1.95 -1.94  -0.143
H 4.46 2.75 -2.55  0.097
H 4.20 0.99 -2.42  0.062
H 4.49 1.95 -0.95  0.085
C 1.48 2.12 -3.38  -0.153
H 2.05 2.73 -4.10  0.095
H 0.44 2.49 -3.34  0.067
H 1.47 1.08 -3.73  0.052
V 1.00 -1.86 -1.69  0.841
C -1.16 -2.03 -0.43  -0.313
O -0.76 -1.67 0.66  -0.029
C 1.62 0.59 -0.96  -0.273
O 1.48 0.37 0.22  -0.003
C 2.94 -2.02 -1.95  -0.135
C 2.27 -1.86 -3.16  -0.144
C 1.16 -2.65 -3.47  -0.106
C 0.74 -3.60 -2.52  -0.144
C 1.40 -3.73 -1.31  -0.140
C 2.46 -2.89 -0.97  -0.154
H 3.86 -1.48 -1.77  0.154
H 2.63 -1.14 -3.88  0.152
H 0.61 -2.52 -4.40  0.170
H -0.12 -4.22 -2.74  0.151
H 1.10 -4.51 -0.62  0.164
H 2.95 -2.99 -0.02  0.133
N -1.08 0.69 -0.95  -0.337
S -2.08 1.18 0.19  1.020
C -1.28 1.53 1.77  -0.402
C -1.70 0.84 2.92  -0.082
C -1.17 1.17 4.17  -0.060
C -0.20 2.18 4.27  -0.041
C 0.24 2.84 3.12  -0.044
C -0.32 2.53 1.88  -0.104
C -2.58 2.83 -0.33  -0.377
C -2.85 3.86 0.58  -0.060
C -3.13 5.15 0.10  -0.024
C -3.20 5.39 -1.27  -0.033
C -3.00 4.35 -2.18  -0.048
C -2.70 3.06 -1.71  -0.106
H -0.83 1.51 -1.48  -0.051
H -2.46 0.06 2.82  0.108
H -1.52 0.66 5.06  0.123
H 0.21 2.44 5.25  0.127
H 1.00 3.62 3.19  0.122
H -0.03 3.09 0.99  0.081
H -2.80 3.67 1.65  0.119
H -3.29 5.96 0.81  0.130
H -3.44 6.39 -1.64  0.132
H -3.09 4.51 -3.25  0.125
H -2.53 2.25 -2.41  0.099